28
Properties=species:S:1:pos:R:3 method="wB97M-V/def2-TZVPD" fmax_ev_per_a=2.0 total_energy_ev=-32587.0326 multiplicity=1 smiles="NCc1cc2c(c(P(=O)(O)O)c1)C(=O)C=CC2=O" gap_ev=8.867 relative_energy_kcal_mol=0.0
N 0.271 -3.673 0.708
C 0.032 -3.126 -0.642
C 0.095 -1.627 -0.544
C 1.298 -1.007 -0.726
C 1.378 0.339 -0.599
C 0.280 1.124 -0.303
C -0.941 0.496 -0.139
P -2.490 1.347 0.274
O -2.850 2.467 -0.570
O -2.438 1.676 1.853
O -3.621 0.175 0.114
C -0.997 -0.867 -0.266
C 0.500 2.609 -0.147
O -0.295 3.473 -0.445
C 1.851 3.017 0.378
C 2.884 2.260 0.059
C 2.718 1.021 -0.747
O 3.603 0.563 -1.446
H 0.237 -4.684 0.674
H -0.444 -3.355 1.351
H -0.934 -3.454 -1.042
H 0.826 -3.509 -1.281
H 2.205 -1.545 -0.963
H -2.822 0.968 2.380
H -4.219 0.244 0.868
H -1.945 -1.371 -0.126
H 1.930 3.929 0.951
H 3.889 2.512 0.377